Molecular formula: C5H15N2
Method: DFT, ωB97M-V/def2-TZVPD

```
22
Properties=species:S:1:pos:R:3:forces:R:3:mulliken_spin:R:1
N -1.2626 -1.2438 -0.8186 0.1 0.1 -0.1 1.7329
C -0.3498 -0.1383 -1.1985 1.2 0.7 -0.5 0.8605
C 0.3286 -0.3319 -2.5637 -0.5 0.3 0.1 0.0719
C 0.6792 0.1277 -0.0976 -0.5 -0.5 0.1 0.0363
N 0.0537 0.1274 1.2193 0.2 0.6 -0.3 -0.2294
C 1.0427 -0.1607 2.2425 0.1 0.2 0.6 0.0820
C -0.6259 1.3991 1.4663 -0.1 -0.6 1.0 0.0487
H -1.4363 -1.1757 0.2037 0.0 -0.1 -0.1 -0.4548
H -2.1970 -1.1706 -1.3358 -0.1 -0.1 0.1 -0.6860
H -0.8424 -2.1785 -1.0314 -0.1 0.0 0.1 -0.6130
H -0.9149 0.7741 -1.3129 -0.7 0.0 0.3 0.4434
H -0.3257 -0.9096 -3.2114 0.4 -0.6 0.0 -0.1621
H 0.3862 0.6065 -3.1087 0.0 0.5 0.2 -0.0292
H 1.3579 -0.6674 -2.4579 -0.2 -0.6 -0.2 -0.1048
H 1.4579 -0.6347 -0.1035 0.0 -0.1 -0.1 -0.0430
H 1.1463 1.0928 -0.3246 0.2 0.1 0.0 0.0901
H 2.0040 0.3342 2.0953 0.3 0.0 -0.5 0.0048
H 0.7402 0.2504 3.2005 -0.5 -0.2 0.2 0.0069
H 1.2027 -1.2305 2.3595 0.0 -0.1 -0.1 -0.0088
H -0.9779 1.3587 2.4953 -0.2 0.1 0.1 -0.0233
H -1.5146 1.5121 0.8505 0.1 0.1 -0.3 -0.0249
H 0.0478 2.2587 1.4318 0.1 0.2 -0.4 0.0016
```
Positions in Å, forces in eV/Å.

Computed properties:
relative energy (zero: lowest compared OMol25 entry of this formula, charge and spin)	176.6	kJ/mol
molar mass	103.189	g/mol
LUMO (spin up / spin down)	1.0 / 0.8	eV
E	-8404.888	eV
gap between HOMO and LUMO (spin up / spin down)	4.2 / 10.2	eV
HOMO (spin up / spin down)	-3.3 / -9.4	eV
multiplicity	2
expectation value of S²	0.751

---

Molecular formula: C5H15N2
Method: DFT, ωB97M-V/def2-TZVPD

```
22
Properties=species:S:1:pos:R:3:forces:R:3:lowdin_charge:R:1
C -2.7057 0.8962 0.8936 0.4 -0.4 0.5 -0.0759
N -1.3282 0.3555 0.9637 -0.2 0.1 -0.1 -0.1412
C -1.0168 -0.6369 -0.0591 0.1 -0.1 0.0 -0.1906
C 0.5057 -0.7517 -0.1398 0.1 0.7 0.4 -0.3128
C 1.0443 -1.6637 -1.2084 0.0 0.1 -0.3 -0.0216
N 0.9666 0.6950 -0.3544 -0.4 -0.5 0.8 0.0040
C 2.3129 1.0457 0.1464 0.3 0.5 0.2 0.0039
H -2.7957 1.6927 1.6310 0.0 0.1 -0.2 0.0877
H -3.4335 0.1323 1.1591 -0.2 -0.1 -0.1 0.0856
H -2.9080 1.2494 -0.1092 0.0 0.2 -0.1 0.0829
H -1.2052 -0.0522 1.8841 0.1 0.0 0.0 0.1241
H -1.4590 -1.6303 0.0905 0.1 0.1 0.1 0.1423
H -1.3941 -0.2649 -1.0095 -0.1 0.0 -0.2 0.1322
H 0.8689 -0.9534 0.8757 0.1 -0.4 -0.3 0.1569
H 0.4091 -2.5400 -1.3280 0.2 -0.1 0.2 0.0994
H 2.0771 -1.9514 -1.0457 0.0 -0.2 0.2 0.0893
H 1.0230 -1.1563 -2.1709 -0.1 0.1 -0.2 0.0933
H 0.8748 0.9215 -1.3411 -0.1 0.2 0.0 0.1717
H 0.2280 1.1650 0.2422 0.1 0.2 -0.5 0.1530
H 3.0416 0.2897 -0.1082 0.1 -0.1 -0.3 0.0995
H 2.3002 1.1306 1.2284 -0.3 -0.1 0.1 0.1063
H 2.5941 2.0275 -0.2405 0.0 -0.3 -0.1 0.1099
```
Positions in Å, forces in eV/Å.

Computed properties:
relative energy (zero: lowest compared OMol25 entry of this formula, charge and spin)	44.8	kJ/mol
molar mass	103.189	g/mol
net charge	+1
LUMO	-2.7	eV
E	-8402.213	eV
gap between HOMO and LUMO	11.0	eV
HOMO	-13.7	eV
multiplicity	1

---

Molecular formula: C5H15N2
Method: DFT, ωB97M-V/def2-TZVPD

```
22
Properties=species:S:1:pos:R:3:forces:R:3:lowdin_charge:R:1
N -1.5150 -2.7717 -0.5030 0.3 -0.3 -1.1 -0.0071
C -0.6028 -1.7020 -0.0674 0.4 -0.2 0.0 -0.2808
C -0.9531 -0.2347 -0.4175 -0.5 -0.4 -1.1 -0.1942
C 0.0845 0.5795 -1.2247 1.7 -0.7 1.8 -0.1822
C 1.4103 0.7629 -0.3823 -0.3 0.2 -0.5 -0.1791
C 1.2769 1.0005 1.1201 0.4 -0.4 -0.7 -0.1358
N 0.2921 2.1536 1.3058 0.7 -0.6 0.9 0.2090
H -0.9090 -3.5400 -0.7775 -0.1 -0.3 0.5 0.0705
H -2.0013 -2.6369 -1.3857 -0.1 0.8 0.1 0.0682
H 0.4420 -1.9067 -0.3826 -0.4 0.0 0.1 0.1105
H -0.6476 -1.8492 1.0136 0.5 0.5 0.1 0.1009
H -1.7938 -0.2018 -1.1229 -0.5 -0.3 0.8 0.1183
H -1.2252 0.1932 0.5612 -0.2 0.4 -0.6 0.0937
H -0.2832 1.5180 -1.6122 -0.4 0.3 0.1 0.1026
H 0.4616 0.0247 -2.0900 -0.6 0.0 0.0 0.1236
H 1.8941 -0.2061 -0.5024 0.6 0.3 0.1 0.1115
H 2.0106 1.5801 -0.8082 0.1 -0.5 -0.1 0.1208
H 2.2163 1.2943 1.5729 0.2 0.4 -0.1 0.1284
H 1.0778 0.0524 1.6310 -1.2 0.6 0.2 0.1326
H -0.5081 2.0029 0.6910 -0.1 0.2 0.0 0.1352
H 0.7894 3.0215 1.0982 -0.2 0.0 -0.4 0.1768
H -0.0221 2.2676 2.2710 -0.2 -0.2 0.0 0.1765
```
Positions in Å, forces in eV/Å.

Computed properties:
relative energy (zero: lowest compared OMol25 entry of this formula, charge and spin)	151.1	kJ/mol
molar mass	103.189	g/mol
net charge	+1
LUMO	-3.7	eV
E	-8401.110	eV
gap between HOMO and LUMO	8.7	eV
HOMO	-12.4	eV
multiplicity	1

---

Molecular formula: C5H15N2
Method: DFT, ωB97M-V/def2-TZVPD

```
22
Properties=species:S:1:pos:R:3:forces:R:3:lowdin_charge:R:1
C -1.8020 -0.8596 -1.7843 -0.6 0.1 -0.3 -0.1060
N -1.0953 0.3690 -1.4501 0.4 0.1 0.1 -0.1406
C -1.1688 0.7317 -0.0335 -0.5 -0.5 -0.5 -0.1677
C 0.1985 0.6406 0.6326 0.7 0.5 0.2 -0.2996
C 0.1710 0.4367 2.1595 0.3 0.7 -0.6 -0.0056
N 0.9950 -0.4251 -0.0756 -0.6 -0.9 0.8 0.0050
C 2.4649 -0.3320 0.1022 0.0 0.1 -0.6 0.0192
H -1.8212 -0.9792 -2.8636 0.2 -0.1 -0.1 0.0918
H -2.8433 -0.8335 -1.4607 -0.1 -0.1 0.1 0.0893
H -1.3412 -1.7413 -1.3361 0.1 0.0 0.0 0.0792
H -1.3930 1.1201 -2.0548 0.0 0.0 0.0 0.1230
H -1.6658 1.6911 0.1065 0.5 0.2 0.1 0.1435
H -1.8329 0.0285 0.4485 -0.2 -0.4 0.3 0.1157
H 0.7910 1.5266 0.4046 -0.2 0.2 -0.1 0.1436
H 0.7971 -0.3986 2.4717 -0.3 -0.2 0.1 0.0844
H -0.8548 0.3645 2.5096 0.0 -0.3 0.1 0.0882
H 0.6142 1.3235 2.6170 -0.1 -0.1 0.1 0.0941
H 0.6997 -1.3437 0.2691 -0.1 0.1 0.0 0.1779
H 0.6534 -0.3945 -1.0540 0.2 0.5 -0.2 0.1468
H 2.7640 -0.7241 1.0636 -0.1 0.0 0.2 0.1016
H 2.7417 0.7129 0.0180 0.2 0.0 0.0 0.1072
H 2.9277 -0.9134 -0.6900 0.1 0.0 0.0 0.1090
```
Positions in Å, forces in eV/Å.

Computed properties:
relative energy (zero: lowest compared OMol25 entry of this formula, charge and spin)	65.8	kJ/mol
molar mass	103.189	g/mol
net charge	+1
LUMO	-2.8	eV
E	-8401.994	eV
gap between HOMO and LUMO	10.7	eV
HOMO	-13.6	eV
multiplicity	1

---

Molecular formula: C5H15N2
Method: DFT, ωB97M-V/def2-TZVPD

```
22
Properties=species:S:1:pos:R:3:forces:R:3:lowdin_charge:R:1
C 1.6003 -1.2286 -0.0550 1.0 0.4 -0.6 -0.0337
C -0.5817 0.1987 1.6215 2.2 -3.1 1.4 0.0261
C -1.2320 1.2165 -0.3743 -2.1 1.9 -1.9 -0.0571
C -1.2025 -1.0378 -0.4324 1.1 -3.9 -2.1 -0.0693
C 0.9197 0.0385 -0.3525 -1.9 3.0 -4.2 -0.3118
N 1.3888 1.3624 -0.2288 3.6 -2.6 3.6 0.0837
N -0.5591 0.0877 0.1547 2.2 -1.8 -0.4 -0.4111
H 2.5896 -1.2301 0.3210 1.2 1.0 0.4 0.0956
H 1.6966 -1.7437 -0.9758 0.0 -0.7 -0.8 0.0887
H 1.1321 -1.8723 0.6045 -1.5 -1.1 1.3 0.0600
H -0.0760 -0.7263 2.1754 -0.9 1.8 -1.6 0.1633
H -0.0008 1.0583 1.8994 -0.3 0.6 0.2 0.1042
H -1.5902 0.1483 1.9062 -1.3 0.5 0.7 0.0952
H -0.7362 2.0539 0.0539 0.1 1.1 -0.1 0.0859
H -1.1460 1.2015 -1.5282 -0.3 0.1 2.0 0.1405
H -2.3123 1.2353 -0.0137 1.4 -0.2 -0.7 0.1506
H -2.2114 -0.9204 -0.3430 -2.8 0.4 0.0 0.0708
H -0.8828 -1.0557 -1.5557 -0.8 0.0 2.1 0.1135
H -1.0382 -2.0719 -0.0097 0.6 1.4 -0.1 0.1403
H 0.5343 -0.0961 -2.1709 0.6 0.4 3.5 0.2248
H 1.3702 1.9989 -0.9664 -0.2 0.7 -1.5 0.0836
H 2.3375 1.3830 0.2698 -1.8 0.2 -1.2 0.1563
```
Positions in Å, forces in eV/Å.

Computed properties:
relative energy (zero: lowest compared OMol25 entry of this formula, charge and spin)	480.7	kJ/mol
molar mass	103.189	g/mol
net charge	+1
LUMO	-4.1	eV
E	-8397.695	eV
gap between HOMO and LUMO	9.5	eV
HOMO	-13.5	eV
multiplicity	1

---

Molecular formula: C5H15N2
Method: DFT, ωB97M-V/def2-TZVPD

```
22
Properties=species:S:1:pos:R:3:forces:R:3:lowdin_charge:R:1
C -1.3648 -2.1099 1.8118 -3.9 -1.7 0.1 -0.0913
C -0.6207 -1.5943 0.6389 3.2 0.2 -0.8 -0.2334
N -0.4178 -0.1139 0.8339 0.7 0.5 -1.7 0.0003
C -0.9411 0.8468 -0.3231 1.7 -1.7 -1.1 -0.0608
C 0.0132 0.6231 -1.5783 0.8 -0.3 1.4 -0.1640
N 1.4078 0.6624 -0.9137 -1.4 -4.2 -4.0 -0.1767
C 1.9926 1.9305 -0.7722 1.0 3.4 0.0 -0.1764
H -2.1947 -2.8238 1.3904 1.7 0.9 1.1 0.1275
H -0.7000 -2.6333 2.4847 -0.2 -0.2 0.2 0.0780
H -2.0185 -1.3838 2.4382 1.3 -0.7 -1.2 0.1166
H 0.4868 -1.9912 0.6597 -2.1 0.3 0.0 0.1589
H -0.8844 -1.7922 -0.4187 -0.8 0.1 0.9 0.1246
H -0.9028 0.1271 1.7134 0.9 0.2 -0.5 0.1526
H 0.6939 -0.1260 0.8097 -2.4 1.7 0.0 0.1892
H -1.8995 0.5548 -0.7544 -0.5 0.1 1.3 0.1228
H -0.8399 1.8407 0.1062 -0.4 0.0 -0.3 0.1180
H -0.1386 -0.3905 -2.1105 0.2 1.3 1.3 0.1303
H -0.1809 1.3396 -2.4273 0.4 -0.1 1.2 0.1326
H 1.9178 -0.0798 -1.5671 -0.4 2.7 2.0 0.1756
H 1.8119 2.7780 -1.5172 0.2 -1.6 0.0 0.1127
H 3.0551 1.8285 -0.6311 0.5 -0.1 -0.3 0.0829
H 1.7247 2.5069 0.1268 -0.5 -0.8 0.4 0.0801
```
Positions in Å, forces in eV/Å.

Computed properties:
relative energy (zero: lowest compared OMol25 entry of this formula, charge and spin)	263.7	kJ/mol
molar mass	103.189	g/mol
net charge	+1
LUMO	-2.8	eV
E	-8399.944	eV
gap between HOMO and LUMO	10.7	eV
HOMO	-13.5	eV
multiplicity	1

---

> What is the multiplicity in the fifth record?

1

---

> The highest multiplicity belongs to which entry?

number 1

---

> What is the multiplicity in the third record?

1

---

> The highest multiplicity belongs to which entry?

number 1